1.
{
  "formula": "C41H36N3O2OsP",
  "method": "the ωB97M-V functional and the def2-TZVPD basis",
  "species": ["Os", "C", "C", "C", "C", "C", "C", "C", "N", "C", "N", "C", "C", "C", "C", "C", "C", "C", "N", "C", "C", "C", "C", "C", "C", "C", "H", "H", "H", "H", "H", "H", "H", "H", "H", "H", "H", "H", "H", "H", "H", "H", "H", "H", "H", "H", "H", "H", "O", "C", "O", "C", "C", "C", "C", "C", "C", "P", "C", "C", "C", "C", "C", "C", "C", "C", "C", "C", "C", "C", "H", "H", "H", "H", "H", "H", "H", "H", "H", "H", "H", "H", "H", "H"],
  "coordinates": [[1.132, -1.299, 0.396], [-5.210, 0.364, 0.313], [-4.889, 0.785, 1.721], [-5.781, 1.540, 2.475], [-5.485, 1.924, 3.774], [-4.289, 1.539, 4.361], [-3.389, 0.773, 3.639], [-3.688, 0.422, 2.328], [-2.763, -0.382, 1.582], [-1.466, -0.151, 1.446], [-0.903, 0.969, 1.854], [0.480, 1.184, 2.111], [1.468, 0.310, 1.642], [2.786, 0.589, 2.026], [3.098, 1.693, 2.795], [2.096, 2.561, 3.207], [0.772, 2.318, 2.883], [-0.313, 3.256, 3.347], [-0.682, -1.102, 0.863], [-0.967, -2.508, 1.012], [-0.586, -3.115, 2.216], [-0.735, -4.483, 2.363], [-1.291, -5.218, 1.326], [-1.689, -4.601, 0.145], [-1.529, -3.237, -0.052], [-1.941, -2.583, -1.338], [-6.136, 0.825, -0.021], [-5.346, -0.719, 0.240], [-4.421, 0.653, -0.385], [-6.723, 1.834, 2.031], [-6.197, 2.515, 4.335], [-4.066, 1.813, 5.383], [-2.476, 0.419, 4.104], [-3.127, -1.191, 1.096], [-1.538, 1.656, 2.244], [3.582, -0.068, 1.706], [4.126, 1.887, 3.069], [2.345, 3.431, 3.801], [0.117, 4.072, 3.922], [-1.039, 2.757, 3.996], [-0.857, 3.704, 2.509], [-0.178, -2.506, 3.016], [-0.432, -4.968, 3.280], [-1.425, -6.286, 1.438], [-2.131, -5.196, -0.645], [-2.765, -3.131, -1.793], [-1.115, -2.575, -2.052], [-2.251, -1.547, -1.201], [1.915, -2.769, -0.927], [3.016, -2.359, -0.420], [3.038, -2.094, 0.829], [3.989, -1.695, -1.321], [5.281, -2.108, -1.565], [6.099, -1.322, -2.371], [5.627, -0.126, -2.885], [4.331, 0.300, -2.611], [3.488, -0.489, -1.839], [1.773, 0.025, -1.454], [1.760, 1.825, -1.594], [1.730, 2.323, -2.904], [1.787, 3.687, -3.131], [1.861, 4.570, -2.061], [1.891, 4.079, -0.765], [1.846, 2.713, -0.527], [0.669, -0.538, -2.765], [1.005, -1.608, -3.589], [0.125, -2.007, -4.586], [-1.083, -1.345, -4.756], [-1.420, -0.278, -3.929], [-0.548, 0.126, -2.933], [5.649, -3.032, -1.139], [7.110, -1.642, -2.581], [6.271, 0.494, -3.494], [3.997, 1.254, -2.993], [1.654, 1.653, -3.751], [1.767, 4.059, -4.146], [1.901, 5.636, -2.240], [1.961, 4.758, 0.075], [1.906, 2.362, 0.486], [1.951, -2.118, -3.470], [0.391, -2.828, -5.238], [-1.760, -1.652, -5.542], [-2.356, 0.246, -4.072], [-0.803, 0.971, -2.302]],
  "atomic_forces_ev_per_a": [[-1.2, -0.5, -0.4], [0.0, 0.0, 0.0], [0.0, 0.0, -0.1], [0.0, 0.0, 0.0], [0.0, 0.0, 0.0], [0.0, 0.0, 0.0], [0.0, -0.1, 0.0], [-0.1, 0.1, 0.1], [-0.1, -0.2, 0.0], [0.0, 0.2, -0.2], [0.1, 0.0, 0.0], [0.0, -0.1, -0.1], [0.1, 0.1, -0.2], [0.1, 0.0, 0.1], [0.0, -0.1, 0.0], [-0.1, 0.0, 0.0], [0.1, 0.1, 0.1], [0.0, 0.0, 0.0], [0.5, 0.1, 0.2], [-0.2, -0.1, 0.0], [0.0, 0.0, 0.0], [0.0, 0.0, 0.0], [0.0, 0.0, -0.1], [0.0, -0.1, 0.0], [0.0, 0.1, 0.1], [-0.1, 0.0, 0.0], [0.0, 0.0, 0.0], [0.0, 0.0, 0.0], [0.0, 0.0, 0.0], [0.0, 0.0, 0.0], [0.0, 0.0, 0.0], [0.0, 0.0, 0.0], [0.0, 0.0, 0.0], [0.0, 0.0, 0.0], [0.0, 0.0, 0.0], [0.0, 0.0, 0.0], [0.0, 0.0, 0.0], [0.0, 0.0, 0.0], [0.0, 0.0, 0.0], [0.0, 0.0, 0.0], [0.0, 0.0, 0.0], [0.0, 0.0, 0.0], [0.0, 0.0, 0.0], [0.0, 0.0, 0.0], [0.0, 0.0, 0.0], [0.0, 0.0, 0.0], [0.0, 0.0, 0.0], [0.0, 0.0, 0.0], [-0.1, 0.4, 0.1], [0.4, 0.5, 0.0], [0.1, -0.2, 0.1], [0.1, -0.1, 0.1], [0.1, 0.0, 0.0], [0.0, 0.0, 0.0], [0.0, 0.0, 0.0], [0.1, 0.0, 0.0], [0.0, 0.0, -0.1], [0.1, -0.2, 0.2], [-0.1, 0.0, 0.1], [-0.1, 0.1, -0.1], [0.0, 0.0, 0.0], [0.0, 0.0, 0.0], [0.0, 0.0, 0.0], [0.1, 0.1, -0.1], [0.1, 0.1, 0.0], [0.0, 0.0, -0.1], [0.0, 0.0, 0.0], [0.0, 0.0, 0.0], [0.0, 0.0, 0.0], [0.0, 0.0, 0.0], [0.0, 0.0, 0.0], [0.0, 0.0, 0.0], [0.0, 0.0, 0.0], [0.0, 0.0, 0.0], [0.0, 0.0, 0.0], [0.0, 0.0, 0.0], [0.0, 0.0, 0.0], [0.0, 0.0, 0.0], [0.0, -0.1, 0.1], [0.0, 0.0, 0.0], [0.0, 0.0, 0.0], [0.0, 0.0, 0.0], [0.0, 0.0, 0.0], [0.0, 0.0, 0.0]],
  "lowdin_charge": [1.446, -0.027, -0.202, -0.012, -0.042, -0.054, -0.036, -0.193, 0.190, -0.310, 0.203, -0.205, -0.241, -0.109, -0.047, -0.022, -0.212, -0.019, -0.094, -0.300, -0.015, -0.037, -0.019, 0.000, -0.208, -0.014, 0.089, 0.091, 0.081, 0.125, 0.120, 0.118, 0.124, 0.157, 0.127, 0.097, 0.122, 0.126, 0.093, 0.083, 0.098, 0.127, 0.124, 0.125, 0.131, 0.101, 0.074, 0.069, -0.061, -0.583, -0.058, -0.154, 0.015, -0.024, -0.030, -0.034, -0.247, 1.075, -0.327, -0.105, -0.044, -0.041, -0.043, -0.054, -0.373, -0.072, -0.047, -0.048, -0.063, -0.113, 0.135, 0.124, 0.122, 0.106, 0.118, 0.120, 0.120, 0.116, 0.062, 0.112, 0.120, 0.119, 0.117, 0.115],
  "homo_lumo_gap_ev": [6.37, 6.37],
  "e_lumo_ev": [-7.40, -7.40],
  "total_charge": 2,
  "e_tot_ha": -2330.263945
}

2.
{
  "formula": "C28H38ClNOSSe2SiTl",
  "method": "the ωB97M-V functional and the def2-TZVPD basis",
  "species": ["Tl", "C", "Se", "C", "C", "Se", "C", "H", "H", "H", "H", "H", "H", "H", "H", "H", "H", "C", "Si", "C", "C", "C", "H", "H", "H", "H", "H", "H", "H", "H", "H", "H", "H", "N", "S", "C", "C", "C", "C", "C", "C", "C", "C", "C", "C", "C", "C", "H", "H", "H", "H", "H", "H", "H", "H", "H", "H", "H", "O", "C", "Cl", "C", "C", "C", "C", "C", "C", "C", "H", "H", "H", "H", "H", "H"],
  "coordinates": [[-0.508, -1.479, -1.793], [1.142, 2.761, 3.813], [0.989, 2.088, 1.996], [1.461, 3.751, 1.082], [0.261, 4.626, 0.759], [-0.785, 3.866, -0.704], [-1.949, 5.403, -0.935], [2.161, 3.083, 4.006], [0.881, 1.942, 4.478], [0.443, 3.582, 3.962], [1.999, 3.480, 0.173], [2.157, 4.276, 1.736], [0.590, 5.614, 0.433], [-0.387, 4.739, 1.630], [-2.481, 5.612, -0.009], [-2.663, 5.156, -1.717], [-1.365, 6.270, -1.235], [-1.795, 1.626, -5.300], [-0.457, 0.891, -4.223], [0.254, -0.641, -5.043], [0.884, 2.151, -3.931], [-1.274, 0.352, -2.601], [-1.374, 1.965, -6.249], [-2.254, 2.490, -4.815], [-2.586, 0.908, -5.525], [0.645, -0.408, -6.036], [-0.511, -1.414, -5.176], [1.080, -1.069, -4.465], [1.330, 2.418, -4.893], [1.690, 1.810, -3.281], [0.468, 3.060, -3.493], [-2.322, 0.099, -2.801], [-1.263, 1.085, -1.794], [-2.182, -1.556, -0.032], [-2.273, -1.770, 1.556], [-0.638, -2.225, 2.073], [0.447, -1.479, 1.636], [1.717, -1.820, 2.065], [1.884, -2.873, 2.958], [0.789, -3.592, 3.410], [-0.486, -3.281, 2.955], [-2.350, -0.127, 2.296], [-2.153, 0.017, 3.663], [-2.318, 1.267, 4.232], [-2.683, 2.354, 3.443], [-2.867, 2.195, 2.080], [-2.702, 0.943, 1.498], [-3.064, -1.887, -0.414], [0.292, -0.609, 1.012], [2.570, -1.239, 1.736], [2.876, -3.130, 3.305], [0.927, -4.407, 4.108], [-1.348, -3.845, 3.289], [-1.872, -0.831, 4.278], [-2.171, 1.393, 5.297], [-2.820, 3.326, 3.898], [-3.123, 3.038, 1.455], [-2.831, 0.800, 0.432], [2.934, 0.827, -1.143], [1.959, 0.307, -0.937], [2.991, -2.400, -2.331], [2.581, -3.608, -1.143], [3.591, -4.135, -0.357], [3.281, -5.108, 0.579], [1.967, -5.523, 0.735], [0.967, -4.973, -0.050], [1.255, -4.019, -1.023], [0.207, -3.526, -1.949], [4.610, -3.801, -0.495], [4.068, -5.545, 1.180], [1.720, -6.283, 1.464], [-0.055, -5.317, 0.060], [-0.701, -4.125, -1.883], [0.544, -3.524, -2.985]],
  "atomic_forces_ev_per_a": [[-0.2, 0.0, 0.0], [-0.1, 0.0, -0.1], [0.1, 0.0, -0.1], [-0.1, 0.0, 0.0], [0.0, 0.0, 0.0], [0.0, 0.0, 0.1], [0.0, 0.0, 0.0], [0.0, 0.0, 0.0], [0.0, 0.0, 0.0], [0.0, 0.0, 0.0], [0.0, 0.0, 0.0], [0.0, 0.0, 0.0], [0.0, 0.0, 0.0], [0.0, 0.0, 0.0], [0.0, 0.0, 0.0], [0.0, 0.0, 0.0], [0.0, 0.0, 0.0], [0.1, 0.1, 0.0], [-0.1, 0.0, 0.1], [0.0, 0.0, 0.0], [0.0, 0.0, -0.1], [0.1, 0.0, 0.0], [0.0, 0.0, 0.0], [0.0, 0.0, 0.0], [0.0, 0.0, 0.0], [0.0, 0.0, 0.0], [0.0, 0.0, 0.0], [0.0, 0.0, 0.0], [0.0, 0.0, 0.0], [0.0, 0.0, 0.0], [0.0, 0.0, 0.0], [0.0, 0.0, 0.1], [0.0, 0.1, 0.0], [0.0, -0.1, -0.1], [0.0, 0.2, 0.1], [0.0, 0.0, 0.0], [0.1, 0.0, 0.0], [0.0, 0.0, 0.0], [0.0, 0.0, 0.0], [0.0, -0.1, 0.0], [0.0, 0.0, 0.0], [0.0, 0.0, -0.1], [0.0, -0.1, 0.0], [0.0, 0.0, 0.0], [0.0, 0.0, 0.0], [0.0, -0.1, 0.0], [0.0, 0.0, 0.0], [0.0, 0.0, 0.0], [0.0, 0.0, 0.0], [0.0, 0.0, 0.0], [0.0, 0.0, 0.0], [0.0, 0.0, 0.0], [0.0, 0.0, 0.0], [0.0, 0.0, 0.0], [0.0, 0.0, 0.0], [0.0, 0.0, 0.0], [0.0, 0.0, 0.0], [0.0, 0.0, 0.0], [-0.2, -0.1, 0.1], [0.2, 0.1, -0.1], [0.0, 0.0, -0.1], [0.0, 0.0, 0.1], [0.0, 0.0, 0.0], [0.0, 0.0, 0.0], [0.0, 0.0, 0.0], [0.0, -0.1, 0.0], [0.1, 0.1, 0.0], [-0.3, 0.2, 0.0], [0.0, 0.0, 0.0], [0.0, 0.0, 0.0], [0.0, 0.0, 0.0], [0.0, 0.0, 0.0], [0.0, 0.0, 0.1], [0.1, -0.1, 0.0]],
  "lowdin_charge": [1.042, -0.388, 0.899, -0.563, -0.564, 0.903, -0.400, 0.025, 0.016, 0.024, 0.045, 0.069, 0.072, 0.061, 0.023, 0.018, 0.025, -0.175, 0.392, -0.192, -0.169, -0.377, 0.039, 0.035, 0.036, 0.043, 0.037, 0.005, 0.044, 0.008, 0.004, 0.009, -0.045, -0.409, 1.082, -0.414, -0.127, -0.055, -0.058, -0.063, -0.078, -0.388, -0.077, -0.072, -0.073, -0.084, -0.089, 0.004, 0.039, 0.112, 0.117, 0.116, 0.116, 0.116, 0.114, 0.113, 0.097, 0.095, 0.086, -0.026, 0.734, -0.590, -0.096, -0.078, -0.079, -0.040, -0.347, -0.256, 0.111, 0.112, 0.112, 0.121, 0.058, 0.039],
  "homo_lumo_gap_ev": 7.93,
  "e_lumo_ev": -2.52,
  "total_charge": 1,
  "e_tot_ha": -7342.692628
}